1.
The following is a quantum chemistry calculation of C12H10ClN3Pd as an isolated structure at a distorted geometry, from OMol25.

Last column: Mulliken spin population.
Geometry (Å):
C  1.41  -1.59  0.81  0.36
C  1.31  -2.06  -0.54  -0.01
C  -0.07  -2.13  -0.89  0.27
H  2.19  -2.32  -1.14  0.00
C  -0.82  -1.62  0.23  0.26
C  0.10  -1.32  1.29  0.07
H  -0.14  -0.97  2.29  0.01
H  2.32  -1.49  1.40  0.00
H  -0.48  -2.39  -1.87  -0.01
H  -1.88  -1.49  0.32  0.01
Pd  0.38  0.82  -1.06  0.97
Cl  2.32  1.45  0.73  0.14
C  0.38  2.42  -2.23  0.17
C  -0.87  1.69  -2.35  0.18
C  -0.55  0.37  -2.80  0.09
H  -1.86  2.07  -2.09  0.03
C  0.86  0.28  -2.98  0.23
C  1.45  1.53  -2.61  0.17
H  2.50  1.74  -2.45  0.01
H  0.52  3.39  -1.77  0.02
H  -1.30  -0.40  -3.03  -0.01
H  1.39  -0.59  -3.35  0.01
N  -2.68  0.90  2.73  0.39
C  -2.36  0.91  3.86  -0.13
N  -2.08  1.03  5.13  0.48
C  -1.35  0.22  5.83  -0.13
N  -0.70  -0.46  6.54  0.39

net charge	0
expectation value of S²	6.06
multiplicity	5
HOMO-LUMO gap (alpha / beta)	7.98 / 4.15	eV
E_tot	-1215.312303	hartree
HOMO level (alpha / beta)	-7.5 / -8.3	eV

2.
The following is a quantum chemistry calculation of C5H9DyO3 as an isolated structure at a distorted geometry, from OMol25.

Last column: Mulliken spin population.
Geometry (Å):
H  -1.34  -3.02  1.48  0.09
O  1.24  1.33  -1.37  0.06
O  0.62  -0.44  -2.43  -0.21
C  0.56  0.10  -1.28  0.20
O  -0.02  -0.21  -0.27  0.02
C  1.32  2.21  -0.23  0.01
C  1.83  3.56  -0.68  0.00
H  0.31  2.29  0.20  0.00
H  1.98  1.75  0.50  0.00
H  1.09  4.09  -1.29  0.00
H  2.05  4.17  0.21  0.00
H  2.76  3.45  -1.26  0.00
Dy  1.65  0.85  -3.72  3.92
C  -1.90  -3.87  1.89  0.37
C  -3.23  -3.84  2.00  0.43
H  -1.33  -4.79  2.08  0.04
H  -3.81  -4.75  2.19  0.04
H  -3.78  -2.90  1.97  0.03

net charge	+2
expectation value of S²	9.78
multiplicity	6
HOMO-LUMO gap (alpha / beta)	9.23 / 3.79	eV
E_tot	-1305.999081	hartree
HOMO level (alpha / beta)	-16.8 / -15.7	eV

3.
The following is a quantum chemistry calculation of C17H34O2P2Zn as an isolated structure at a distorted geometry, from OMol25.

Last column: natural (NBO) charge in e.
Geometry (Å):
P  0.07  -0.76  -5.08  1.02
P  1.07  2.73  -3.68  0.74
C  0.13  0.96  -5.76  -0.74
C  1.33  1.78  -5.22  -0.74
H  -0.82  1.50  -5.57  0.23
H  0.27  0.89  -6.86  0.22
H  2.17  1.10  -4.96  0.23
H  1.68  2.48  -6.02  0.25
C  -0.75  2.73  -3.46  -0.96
H  -0.94  3.14  -2.46  0.29
H  -1.19  1.71  -3.48  0.26
H  -1.26  3.37  -4.21  0.24
C  1.62  4.48  -3.80  -0.93
H  1.45  5.05  -4.75  0.24
H  2.69  4.40  -3.62  0.25
H  1.15  4.98  -2.95  0.30
C  -0.92  -1.36  -6.60  -0.92
H  -0.79  -2.44  -6.70  0.23
H  -0.49  -0.85  -7.48  0.20
H  -2.00  -1.14  -6.60  0.22
C  1.56  -1.36  -6.04  -0.96
H  2.45  -1.19  -5.42  0.22
H  1.62  -0.82  -6.99  0.21
H  1.46  -2.44  -6.24  0.23
Zn  2.03  1.48  -2.30  1.30
C  -1.92  -0.83  -2.68  -0.15
C  -2.06  -0.86  -4.04  -0.30
C  -3.04  -2.02  -4.46  -0.40
C  -2.50  -3.31  -3.78  -0.47
C  -1.10  -3.58  -4.15  -0.19
C  -0.01  -2.79  -3.95  -0.26
C  0.37  -2.11  -2.64  -0.44
C  -0.77  -1.33  -1.92  -0.47
C  2.42  -0.05  -0.81  -1.19
H  -2.44  -0.07  -2.08  0.19
H  -2.40  0.05  -4.57  0.19
H  -3.17  -2.19  -5.56  0.21
H  -4.04  -1.80  -4.02  0.21
H  -2.64  -3.16  -2.70  0.22
H  -3.11  -4.19  -4.08  0.22
H  -0.87  -4.66  -4.29  0.22
H  0.88  -3.16  -4.48  0.21
H  1.25  -1.45  -2.74  0.22
H  0.71  -2.92  -1.97  0.22
H  -1.20  -1.98  -1.14  0.22
H  -0.25  -0.51  -1.38  0.24
H  3.05  0.46  -0.07  0.23
H  2.98  -0.98  -1.08  0.19
H  1.45  -0.29  -0.37  0.20
C  0.66  3.11  1.39  -0.73
C  1.08  3.37  -0.03  0.79
O  0.47  4.25  -0.67  -0.75
O  2.07  2.65  -0.48  -0.91
H  0.33  4.04  1.85  0.22
H  1.45  2.63  1.96  0.22
H  -0.22  2.45  1.39  0.22

net charge	0
HOMO-LUMO gap (alpha / beta)	6.88 / 6.68	eV
E_tot	-3280.384028	hartree
HOMO level (alpha / beta)	-7.1 / -6.7	eV

4.
The following is a quantum chemistry calculation of C2H2I4 as an isolated structure at a distorted geometry, from OMol25.

Last column: natural (NBO) charge in e.
Geometry (Å):
C  -0.61  -0.68  -1.82  -0.56
C  0.13  0.64  1.42  -0.76
I  1.31  -1.51  -1.67  0.13
I  0.27  2.64  0.86  0.27
I  2.02  -0.37  1.64  0.24
I  -1.29  0.22  2.96  0.24
H  -0.63  0.22  -2.44  0.21
H  -1.19  -1.17  -0.95  0.23

net charge	0
HOMO-LUMO gap (alpha / beta)	7.41 / 6.42	eV
E_tot	-1268.011091	hartree
HOMO level (alpha / beta)	-8.5 / -8.1	eV

5.
The following is a quantum chemistry calculation of C19H23N4O9 as an isolated structure at a distorted geometry, from OMol25.

Last column: natural (NBO) charge in e.
Geometry (Å):
C  1.75  3.90  0.15  -0.63
C  2.18  2.48  0.40  -0.07
O  0.96  1.70  0.33  -0.51
C  1.22  0.40  0.54  0.80
C  0.04  -0.56  0.50  -0.18
C  0.38  -1.85  1.26  -0.23
C  1.51  -2.57  0.52  -0.42
C  1.84  -3.93  1.13  -0.39
C  2.18  -3.83  2.61  -0.40
C  1.12  -3.04  3.42  -0.39
C  0.73  -1.71  2.75  -0.41
C  -1.20  0.05  1.12  0.80
O  -1.81  -0.42  2.07  -0.63
O  -1.64  1.18  0.52  -0.52
C  -2.91  1.65  1.06  -0.08
C  -2.97  3.09  0.62  -0.62
O  2.39  0.06  0.74  -0.64
H  2.62  4.54  0.13  0.21
H  1.28  4.02  -0.82  0.22
H  1.07  4.25  0.94  0.21
H  2.87  2.11  -0.37  0.20
H  2.61  2.32  1.39  0.19
H  -0.53  -2.47  1.21  0.23
H  1.27  -2.63  -0.55  0.20
H  2.37  -1.90  0.57  0.25
H  0.95  -4.55  1.00  0.19
H  2.66  -4.40  0.58  0.20
H  2.30  -4.83  3.05  0.20
H  3.15  -3.34  2.74  0.19
H  0.20  -3.63  3.58  0.19
H  1.51  -2.84  4.44  0.20
H  1.57  -1.01  2.83  0.20
H  -0.11  -1.23  3.27  0.24
H  -3.71  1.04  0.63  0.21
H  -2.88  1.52  2.15  0.20
H  -3.94  3.52  0.86  0.20
H  -2.18  3.68  1.11  0.21
H  -2.86  3.16  -0.47  0.22
O  -0.61  2.78  -5.35  -0.41
N  -1.50  2.21  -4.68  0.51
O  -2.71  2.52  -4.79  -0.46
C  -1.12  1.20  -3.72  -0.12
C  -2.08  0.60  -2.89  -0.07
C  -1.71  -0.26  -1.84  -0.08
N  -2.76  -0.93  -1.11  0.50
O  -3.92  -0.46  -1.26  -0.47
O  -2.51  -1.91  -0.38  -0.42
C  -0.33  -0.59  -1.43  -0.22
C  0.60  -0.13  -2.46  0.15
N  1.93  -0.42  -2.53  -0.09
O  2.38  0.35  -3.63  -0.17
N  1.37  1.10  -4.20  -0.07
C  0.25  0.82  -3.47  0.07
H  -3.13  0.85  -3.07  0.28
H  -0.16  -1.71  -1.18  0.26

net charge	-1
HOMO-LUMO gap	6.83	eV
E_tot	-1633.787002	hartree
HOMO level	-4.7	eV

6.
The following is a quantum chemistry calculation of a 3-piece molecular cluster, C12H21BF7N2O4S overall at a distorted geometry, from OMol25.

Last column: natural (NBO) charge in e.
Geometry (Å):
C  2.53  1.04  3.70  -0.49
C  2.83  2.14  2.99  -0.11
C  2.58  3.57  3.41  -0.69
B  1.03  3.92  3.74  -0.35
S  -0.01  3.83  2.12  1.92
O  0.55  3.01  1.06  -0.97
O  -0.38  5.17  1.69  -0.97
C  -1.75  3.13  2.49  0.39
F  -2.07  3.54  3.74  -0.33
F  -2.61  3.70  1.65  -0.31
C  -1.98  1.59  2.45  0.54
F  -1.20  0.99  1.55  -0.30
F  -3.27  1.38  2.06  -0.32
C  -1.85  0.83  3.79  0.93
F  -2.88  1.09  4.60  -0.31
F  -1.89  -0.49  3.51  -0.33
F  -0.71  1.08  4.41  -0.28
H  2.69  0.97  4.77  0.18
H  2.16  0.17  3.18  0.20
H  3.31  2.00  2.02  0.19
H  3.02  4.25  2.68  0.21
H  3.10  3.76  4.36  0.22
H  0.56  3.24  4.62  -0.01
H  0.93  5.08  4.08  0.00
C  1.19  -0.85  0.22  0.54
O  2.38  -0.75  0.48  -0.62
N  0.70  -1.04  -1.02  -0.44
C  -0.72  -1.14  -1.27  -0.39
C  1.62  -1.14  -2.14  -0.41
H  0.41  -0.78  0.99  0.12
H  -0.97  -2.11  -1.71  0.17
H  -1.06  -0.35  -1.94  0.19
H  -1.26  -1.04  -0.32  0.22
H  2.30  -1.98  -2.00  0.21
H  2.22  -0.23  -2.23  0.22
H  1.05  -1.30  -3.06  0.20
C  -0.02  -2.88  -5.54  0.53
O  1.15  -2.91  -5.20  -0.62
N  -0.96  -3.75  -5.12  -0.43
C  -2.33  -3.68  -5.55  -0.40
C  -0.55  -4.80  -4.19  -0.42
H  -0.42  -2.12  -6.24  0.11
H  -3.00  -3.53  -4.69  0.20
H  -2.63  -4.59  -6.06  0.19
H  -2.46  -2.84  -6.23  0.21
H  -0.14  -4.36  -3.28  0.22
H  0.23  -5.42  -4.64  0.21
H  -1.41  -5.41  -3.95  0.20

net charge	-1
HOMO-LUMO gap	6.57	eV
E_tot	-2002.430491	hartree
HOMO level	-4.6	eV